[1]
Density functional theory data (the ωB97M-V functional and the def2-TZVPD basis) for a 16-piece molecular cluster, C20H72N18O16 overall in a non-equilibrium geometry.

CARTESIAN COORDINATES (ANGSTROEM)
C: -4.17877 0.08920 -1.18209
C: -5.14182 -1.10744 -1.18878
O: -5.89099 -0.86083 -0.06620
H: -3.49696 0.11822 -2.09876
H: -3.43988 0.15683 -0.38795
H: -4.67411 1.03849 -1.14485
H: -4.56622 -2.05319 -1.06625
H: -5.85802 -1.30462 -2.03707
H: -6.39638 -0.09898 -0.22866
C: 1.57004 0.11768 -4.78808
C: 1.63883 -0.21949 -3.32773
O: 2.89952 -0.73461 -3.04959
H: 2.02871 -0.61337 -5.32804
H: 2.17588 0.99669 -4.75320
H: 0.46322 0.31090 -5.10214
H: 0.99684 -1.12166 -3.22755
H: 1.36712 0.52550 -2.61482
H: 2.95359 -0.94103 -2.12627
C: 2.53078 3.88418 -3.40647
C: 1.41636 3.26720 -2.50034
O: 0.56740 4.34496 -2.18929
H: 2.88306 3.09554 -3.98760
H: 3.30614 4.43484 -2.91132
H: 2.02399 4.55714 -3.97975
H: 1.73532 2.80925 -1.55860
H: 0.83615 2.71471 -3.19149
H: -0.33085 3.95102 -1.97132
C: -2.56667 -4.43580 0.42538
C: -1.87679 -3.18765 0.90364
O: -2.41816 -1.97535 0.43302
H: -2.05730 -5.26006 0.87051
H: -2.58666 -4.61966 -0.62070
H: -3.63080 -4.30020 0.59881
H: -0.93091 -3.21273 0.44966
H: -1.77698 -3.18605 1.92594
H: -3.11526 -1.68742 1.00976
C: 1.34733 -3.83875 1.72525
O: 2.01496 -4.19222 2.93054
N: 1.43471 -2.62229 1.30857
N: 0.74710 -4.76342 1.01877
H: 1.95239 -1.89781 1.93163
H: 0.97785 -2.19972 0.48359
H: 0.63041 -5.68060 1.50833
H: 0.34012 -4.55486 0.05273
C: 0.59041 -4.65637 -2.51887
O: 1.63937 -5.42194 -2.74937
N: 0.66585 -3.56187 -1.77678
N: -0.56682 -4.99492 -2.94778
H: 1.61564 -3.23090 -1.54060
H: -0.04538 -2.87570 -1.73115
H: -0.65240 -5.82537 -3.60366
H: -1.36982 -4.38755 -2.81268
C: -1.17429 5.48429 1.47440
O: -0.57521 6.67722 1.68305
N: -2.46401 5.32376 1.81714
N: -0.74037 4.38223 0.81059
H: -2.72802 6.04831 2.53670
H: -2.86264 4.42556 2.02675
H: 0.21938 4.37504 0.43830
H: -1.18805 3.43664 0.45251
C: 0.42179 0.14150 0.70878
O: 0.60665 -0.71836 -0.40096
N: 1.20667 1.13070 1.08756
N: -0.70361 0.01040 1.36505
H: 1.98995 1.28736 0.39737
H: 0.92474 1.95828 1.64986
H: -1.37660 -0.68885 1.04909
H: -0.78034 0.51069 2.23290
C: -3.57666 -0.74002 2.71859
O: -2.67033 -1.05881 3.72861
N: -3.71056 0.41464 2.22035
N: -4.36991 -1.64536 2.21459
H: -3.16219 1.21887 2.51853
H: -4.28656 0.71163 1.42463
H: -4.22828 -2.62442 2.44370
H: -4.98397 -1.38460 1.38167
C: -1.96652 -2.12227 -3.25785
O: -1.73345 -1.57085 -4.47714
N: -1.53778 -1.53957 -2.19095
N: -2.56497 -3.22160 -3.13346
H: -1.17178 -0.58941 -2.26057
H: -2.00027 -1.78375 -1.32627
H: -2.98896 -3.39497 -4.04086
H: -3.02631 -3.61570 -2.31956
C: 3.75200 -0.97501 2.72889
O: 4.62047 -0.38888 1.86619
N: 3.97502 -2.07121 3.44269
N: 2.51772 -0.58001 2.87549
H: 4.92051 -2.48949 3.30196
H: 3.21790 -2.78362 3.50060
H: 2.06570 0.17791 2.23378
H: 1.87490 -0.88089 3.65861
C: -1.58075 2.15886 -1.26114
O: -0.90685 1.20237 -1.95450
N: -1.88405 2.18649 -0.04408
N: -1.93817 3.27015 -1.85509
H: -1.53016 1.33193 0.41929
H: -2.86169 2.34131 0.17869
H: -2.02292 3.05697 -2.80566
H: -2.58576 3.94134 -1.47609
C: -0.75199 2.35361 3.44474
O: -2.01410 2.50732 2.98356
N: -0.35769 1.58684 4.40837
N: 0.23892 2.96587 2.84801
H: -1.07398 1.25903 5.06929
H: 0.53833 1.89394 4.76380
H: -0.25263 3.60892 2.16900
H: 1.26389 3.22084 3.06631
C: 4.47430 -2.67842 -0.69153
O: 3.08213 -2.61341 -0.86088
H: 4.98099 -3.60075 -0.97885
H: 4.74630 -2.45629 0.34874
H: 4.96361 -1.96476 -1.17917
H: 2.69719 -2.77539 0.01186
C: 3.28508 4.20891 3.52692
O: 2.94760 3.61734 2.29638
H: 3.67015 3.55373 4.24975
H: 2.55959 4.87221 3.96140
H: 4.18902 4.86512 3.49353
H: 3.25110 4.22274 1.59498
C: 4.17703 2.04831 -0.50935
O: 3.79892 0.70345 -0.33455
H: 3.55889 2.77420 0.05524
H: 4.18303 2.25083 -1.58233
H: 5.22656 2.16626 -0.13951
H: 4.40522 0.28483 0.34125

Results
ΔE to the lowest compared entry with this formula, charge and spin: 18.7 kcal/mol
Charge: 0
Orbital gap: 0.2694 hartree
LUMO: -0.86 eV
Calculated total energy: -81485.681 eV
2S+1: 1

Löwdin population analysis, charges in e, atoms 1 to 5:
1. C -0.0829
2. C -0.2757
3. O -0.0873
4. H 0.1048
5. H 0.0316

***

[2]
Density functional theory data (the ωB97M-V functional and the def2-TZVPD basis) for a 16-piece molecular cluster, C20H72O16 overall in a non-equilibrium geometry.

CARTESIAN COORDINATES (ANGSTROEM)
C: 8.02674 -15.19758 -3.87269
O: 7.22895 -15.88637 -4.67802
H: 7.45726 -14.98866 -2.96707
H: 8.91850 -15.79526 -3.68392
H: 8.32204 -14.21464 -4.23975
H: 6.30185 -15.65816 -4.57808
C: 4.22859 -18.26184 -1.90953
O: 3.48305 -19.20589 -1.20202
H: 3.49157 -17.49021 -2.13198
H: 5.04411 -17.75162 -1.39698
H: 4.54180 -18.67082 -2.87012
H: 3.73441 -20.10480 -1.42644
O: 10.31478 -11.04892 -4.67059
H: 9.76473 -11.19223 -5.44074
H: 9.72207 -11.16325 -3.92772
O: 10.68973 -15.30634 -1.74868
H: 11.23024 -15.13336 -2.51950
H: 10.95160 -14.63675 -1.11677
O: 11.58033 -13.55382 -6.02507
H: 11.43889 -12.65924 -5.71532
H: 10.97503 -13.65181 -6.76008
O: 8.70774 -11.19571 -6.76558
H: 7.83486 -10.80328 -6.78322
H: 8.67426 -11.88534 -7.42855
O: 8.73805 -17.67235 -6.38524
H: 8.04217 -18.24876 -6.06943
H: 8.54325 -16.82237 -5.99049
C: 3.37144 -19.34339 -7.36240
C: 2.36479 -18.82453 -8.48273
O: 1.04761 -18.90351 -8.11449
H: 3.27004 -18.91348 -6.36591
H: 4.43255 -19.13747 -7.50294
H: 3.13465 -20.40391 -7.27685
H: 2.42582 -19.30431 -9.45956
H: 2.51855 -17.77806 -8.74608
H: 0.50687 -18.44834 -8.76413
C: 11.48920 -13.28200 1.01722
C: 12.46872 -12.71380 -0.08596
O: 11.63371 -12.78639 -1.22262
H: 12.12191 -13.43536 1.89144
H: 10.96436 -14.16087 0.64275
H: 10.63017 -12.65000 1.24247
H: 13.43056 -13.22355 -0.14183
H: 12.79536 -11.76182 0.33254
H: 12.06537 -13.26570 -1.93362
C: 6.76250 -17.05396 1.21353
C: 8.01977 -16.98746 0.30920
O: 7.94670 -15.63815 -0.12953
H: 5.88157 -16.61566 0.74454
H: 6.76474 -16.52223 2.16503
H: 6.52226 -18.07066 1.52450
H: 7.82734 -17.78631 -0.40697
H: 8.90436 -17.23355 0.89659
H: 8.75682 -15.48595 -0.62161
C: 14.59225 -15.56219 -3.39117
C: 13.90961 -14.28835 -3.74349
O: 12.44461 -14.41786 -3.65585
H: 15.63933 -15.43186 -3.66455
H: 14.17453 -16.36754 -3.99533
H: 14.57351 -15.70923 -2.31129
H: 14.21312 -14.05323 -4.76363
H: 14.19720 -13.50349 -3.04392
H: 12.22569 -14.43702 -4.59035
C: 6.99042 -11.37445 -1.97004
C: 8.22219 -12.23206 -1.43716
O: 9.32025 -11.71459 -2.06717
H: 6.08370 -11.58483 -1.40285
H: 6.72953 -11.63934 -2.99467
H: 7.16233 -10.29882 -1.93023
H: 8.11972 -13.30777 -1.58021
H: 8.40375 -12.09336 -0.37137
H: 10.14938 -12.10430 -1.78034
C: 5.08905 -12.09666 -5.97879
C: 5.21281 -10.57216 -6.15686
O: 6.10454 -10.10320 -7.08178
H: 4.71054 -12.28757 -4.97461
H: 6.04983 -12.53860 -6.24278
H: 4.41136 -12.44781 -6.75696
H: 5.70588 -10.14637 -5.28297
H: 4.21724 -10.12847 -6.14781
H: 5.62648 -9.42342 -7.56238
C: 3.06092 -15.72157 -5.15308
C: 1.68452 -16.26101 -4.61885
O: 1.58792 -16.17821 -3.22621
H: 3.00518 -14.64934 -4.96515
H: 3.09333 -15.98900 -6.20926
H: 3.97195 -16.12521 -4.71127
H: 1.55725 -17.31880 -4.84901
H: 0.87953 -15.67530 -5.06273
H: 1.50251 -15.24786 -3.00538
C: 7.62584 -19.03868 -3.54226
C: 8.21485 -20.34244 -4.07575
O: 7.24306 -21.29415 -4.36931
H: 8.34793 -18.36905 -3.07504
H: 6.80334 -18.99072 -2.82862
H: 7.23902 -18.54833 -4.43558
H: 8.86505 -20.64211 -3.25384
H: 8.86038 -20.20068 -4.94253
H: 7.26573 -21.97549 -3.69339
C: 11.08079 -11.38633 -9.40651
C: 11.14926 -12.87752 -9.38476
O: 10.36203 -13.38503 -8.42110
H: 11.76224 -10.99351 -10.16111
H: 11.27600 -11.06394 -8.38374
H: 10.04401 -11.06488 -9.50572
H: 12.17660 -13.17707 -9.17757
H: 10.97932 -13.41795 -10.31597
H: 10.53526 -14.32828 -8.46434

Results
ΔE to the lowest compared entry with this formula, charge and spin: 111.9 kcal/mol
Charge: 0
Orbital gap: 0.3621 hartree
LUMO: 0.34 eV
Calculated total energy: -54662.268 eV
2S+1: 1

Löwdin population analysis, charges in e, atoms 1 to 5:
1. C -0.1991
2. O -0.1125
3. H 0.0809
4. H 0.0839
5. H 0.0865

***

[3]
Density functional theory data (the ωB97M-V functional and the def2-TZVPD basis) for a 18-piece molecular cluster, C20H81N5O18 overall in a non-equilibrium geometry.

CARTESIAN COORDINATES (ANGSTROEM)
C: 6.41005 -3.79981 -0.38017
C: 4.98651 -3.09048 -0.15377
C: 3.86064 -4.16137 0.17595
O: 2.62800 -3.53196 0.52894
C: 1.42504 -4.43151 0.64514
N: 5.07107 -2.16105 0.96741
H: 6.50407 -4.44296 -1.25517
H: 6.56766 -4.46342 0.47006
H: 7.24778 -3.10255 -0.39140
H: 4.78808 -2.45031 -1.01337
H: 4.17178 -4.93347 0.87961
H: 3.71154 -4.73915 -0.73621
H: 1.15313 -4.85359 -0.32234
H: 0.67084 -3.79228 1.10413
H: 1.52203 -5.28310 1.31855
H: 4.11984 -2.13699 1.30604
H: 5.59469 -2.51970 1.75309
C: -0.57774 -0.80569 -1.40234
C: -0.54957 -0.70814 0.13896
C: 0.19752 0.55486 0.66023
O: -0.01658 1.66545 -0.18495
C: 0.47230 2.90638 0.37106
N: -1.95633 -0.66402 0.59501
H: -1.10064 -1.69643 -1.75056
H: 0.42001 -0.79886 -1.84115
H: -1.10743 0.04059 -1.83975
H: -0.15277 -1.63002 0.56413
H: 1.24420 0.25348 0.61861
H: -0.00107 0.88497 1.67989
H: -0.42766 3.25458 0.87794
H: 0.52534 3.67027 -0.40467
H: 1.44962 2.93753 0.85269
H: -2.36229 0.05679 0.01560
H: -2.30962 -1.52814 0.20954
C: 0.41927 -2.50288 3.70887
C: -0.93756 -3.20819 4.04844
C: -0.71464 -4.32376 5.10985
O: -1.93968 -4.97099 5.45410
C: -1.87926 -6.12738 6.20851
N: -1.77913 -2.21811 4.74587
H: 0.35909 -1.86379 2.82793
H: 1.29078 -3.15730 3.69115
H: 0.78656 -1.86367 4.51174
H: -1.49430 -3.46689 3.14777
H: -0.24499 -3.87687 5.98611
H: -0.02278 -5.07560 4.73015
H: -1.15679 -6.00074 7.01480
H: -1.69111 -7.00286 5.58703
H: -2.83489 -6.19050 6.72896
H: -1.98192 -1.47379 4.09398
H: -2.71177 -2.59717 4.82712
C: -2.61750 -4.23388 -4.06861
C: -3.91411 -3.47782 -4.50598
C: -3.67077 -1.91245 -4.41917
O: -3.40275 -1.76519 -2.96615
C: -3.92934 -0.57863 -2.49489
N: -4.48223 -3.95131 -5.78498
H: -2.42105 -4.14697 -2.99999
H: -1.80523 -3.86565 -4.69528
H: -2.80436 -5.29640 -4.22427
H: -4.61502 -3.72103 -3.70745
H: -4.62474 -1.48127 -4.72267
H: -2.92284 -1.53565 -5.11683
H: -4.98182 -0.56315 -2.77801
H: -3.41263 0.27038 -2.94243
H: -3.68824 -0.61258 -1.43244
H: -3.70541 -3.75123 -6.39867
H: -4.50885 -4.96081 -5.76712
C: 2.81611 8.58153 -2.32517
C: 1.92299 7.31353 -2.35168
C: 1.77343 6.74060 -3.78155
O: 1.04933 5.50035 -3.79483
C: 0.73127 5.03512 -5.09039
N: 2.41548 6.23817 -1.41655
H: 2.71907 9.01543 -1.32997
H: 2.77202 9.42981 -3.00823
H: 3.81215 8.14978 -2.42310
H: 0.93565 7.52785 -1.94264
H: 2.75837 6.47110 -4.16282
H: 1.40847 7.45429 -4.52016
H: 1.66264 4.68428 -5.53488
H: 0.34483 5.83719 -5.71924
H: 0.05532 4.19498 -4.93117
H: 3.37540 5.94204 -1.52124
H: 1.83616 5.42739 -1.58120
O: -1.31044 5.34303 -1.50256
H: -0.56589 5.55123 -2.06695
H: -1.98497 5.02507 -2.10268
O: 2.45064 0.31164 3.39544
H: 3.18890 0.11720 3.97285
H: 1.67626 0.16937 3.93980
O: -1.72889 -4.58785 -0.26706
H: -1.36642 -3.96069 -0.89277
H: -1.52014 -5.44510 -0.63825
O: -2.57102 2.37760 0.23280
H: -2.15131 2.52379 1.08056
H: -1.84397 2.30419 -0.38545
O: -2.44725 -0.16268 3.19050
H: -2.67686 0.74801 3.00566
H: -2.13689 -0.50668 2.35290
O: 1.69236 -3.06628 -3.78777
H: 2.31171 -2.49960 -3.32788
H: 1.41534 -2.55295 -4.54671
O: 3.78430 2.24487 1.93804
H: 3.11717 1.92110 2.54330
H: 4.45367 1.56068 1.93031
O: 0.15324 1.23872 4.73469
H: -0.04232 2.17573 4.73611
H: -0.68235 0.81948 4.52914
O: -2.29230 5.89105 0.98709
H: -2.09507 5.71300 0.06751
H: -1.46215 5.75000 1.44225
O: 1.89991 1.30507 -3.24094
H: 2.79538 1.36293 -2.90772
H: 1.35566 1.63160 -2.52442
O: -1.94593 2.57243 3.00306
H: -2.63760 3.23311 3.03957
H: -1.15462 3.03822 3.27341
O: -5.27036 -1.66661 1.96863
H: -4.70494 -2.39916 1.72387
H: -5.53131 -1.85559 2.86997
O: 0.14894 5.55521 1.88209
H: 0.29459 5.60017 2.82707
H: 0.85568 6.07928 1.50513

Results
ΔE to the lowest compared entry with this formula, charge and spin: 7.5 kcal/mol
Charge: -1
Orbital gap (alpha / beta): 0.0616 / 0.3085 hartree
LUMO (alpha / beta): 1.85 / 1.81 eV
<S²>: 0.75
Calculated total energy: -66354.885 eV
2S+1: 2

Löwdin population analysis, charges in e, atoms 1 to 5:
1. C -0.0586
2. C -0.3781
3. C -0.2094
4. O -0.2133
5. C -0.0465

***

[4]
Density functional theory data (the ωB97M-V functional and the def2-TZVPD basis) for C20H8Br4ClI2N2O3SbSe4V as an isolated structure in a non-equilibrium geometry.

CARTESIAN COORDINATES (ANGSTROEM)
V: 0.48630 -1.12660 -0.09630
Cl: 3.47100 1.72550 4.50570
C: 2.62050 0.63120 3.43020
C: 3.19410 0.28090 2.23380
C: 2.59090 -0.65610 1.39610
I: 3.70860 -1.50570 -0.18310
C: 1.37790 -1.24490 1.72620
O: 0.88010 -2.22900 1.07220
C: 0.70710 -0.73120 2.88070
N: -0.56150 -1.13660 3.05430
C: -1.22950 -0.73430 4.11570
C: -0.63780 0.01130 5.12620
C: 0.66490 0.43460 4.97720
C: 1.36730 0.11930 3.80150
H: 4.14900 0.69680 1.93960
H: -2.27310 -1.03300 4.14580
H: -1.21860 0.27460 5.99650
H: 1.14490 1.03720 5.73340
Br: 0.30600 -0.97430 -6.33390
C: 0.14400 0.06240 -4.78910
C: -0.75060 1.12370 -4.73420
Br: -1.91170 1.38790 -6.22780
C: -0.93500 1.82010 -3.55740
Br: -2.18250 3.20700 -3.43800
C: -0.27630 1.47310 -2.35110
O: -0.56130 1.92480 -1.19560
C: 0.68440 0.40470 -2.44990
O: 1.10520 -0.10620 -1.25510
C: 0.83460 -0.30250 -3.63820
Br: 1.71520 -1.99510 -3.53530
Se: -2.87280 -1.15720 -4.74570
Sb: -2.33420 -2.54000 -2.88780
Se: -1.14520 -1.67220 -1.15740
Se: -4.43590 -3.61780 -2.45520
Se: -1.37350 -4.12710 -4.49450
I: -1.43240 -0.12770 0.76700
C: -1.18530 1.36000 2.00510
C: -2.32270 2.00860 2.41210
C: -2.14410 3.17780 3.11440
C: -0.84050 3.59390 3.37360
C: 0.22400 2.85310 2.89890
N: 0.05430 1.74500 2.19120
H: -3.29600 1.60310 2.15460
H: -2.99070 3.77120 3.43670
H: -0.65050 4.49800 3.93160
H: 1.25190 3.14630 3.08260

Results
ΔE to the lowest compared entry with this formula, charge and spin: 188.3 kcal/mol
Charge: -2
Orbital gap (alpha / beta): 0.1701 / 0.1669 hartree
LUMO (alpha / beta): 3.20 / 3.20 eV
<S²>: 0.76
Calculated total energy: -632491.718 eV
2S+1: 2

natural (NBO) population analysis, charges in e, atoms 1 to 5:
1. V 0.3883
2. Cl -0.0342
3. C -0.0046
4. C -0.2306
5. C -0.2017